214
Properties=species:S:1:pos:R:3 method="wB97M-V/def2-TZVPD" e_tot_ev=-100627.7588 homo_lumo_gap_ev=9.12 fmax_ev_per_a=2.21 charge=0
C -11.7625 -18.5284 -4.7041
C -13.1293 -18.1939 -4.1198
O -14.0120 -17.9184 -5.1924
O -10.7972 -18.6526 -3.6630
H -11.4544 -17.6832 -5.3302
H -11.7757 -19.3967 -5.3693
H -13.0473 -17.3391 -3.4465
H -13.4868 -18.9876 -3.4526
H -14.1012 -18.7499 -5.7232
H -9.9709 -18.8763 -4.1174
C -7.2839 -20.8974 -4.1191
C -7.6831 -19.5731 -4.7839
C -6.6800 -18.9921 -5.7874
O -5.5531 -18.4147 -5.1516
C -5.7465 -17.0924 -4.7223
N -8.8776 -19.8545 -5.6387
H -8.1378 -21.2667 -3.5531
H -6.4180 -20.7359 -3.4754
H -7.0055 -21.5911 -4.9149
H -7.8908 -18.8439 -3.9943
H -7.1878 -18.2438 -6.4035
H -6.2591 -19.7687 -6.4285
H -5.8602 -16.4012 -5.5687
H -4.8514 -16.7473 -4.2067
H -6.6072 -16.9736 -4.0575
H -8.5893 -19.8551 -6.6147
H -9.1934 -20.7943 -5.4317
C -12.9267 -17.9399 -8.8707
C -14.3659 -18.4216 -8.8765
C -14.5366 -19.8151 -8.3140
O -13.9867 -19.8778 -7.0034
C -14.1165 -21.1506 -6.4181
N -15.1899 -17.4273 -8.1249
H -12.3898 -18.0548 -7.9273
H -12.7903 -16.9114 -9.2046
H -12.3194 -18.5047 -9.5977
H -14.7599 -18.3213 -9.8924
H -13.9662 -20.4921 -8.9631
H -15.5799 -20.1446 -8.2907
H -13.5878 -21.9583 -6.9357
H -15.1634 -21.4734 -6.3764
H -13.7359 -21.0999 -5.3985
H -14.6397 -16.5825 -7.9997
H -15.3044 -17.7771 -7.1785
C -14.7922 -14.5308 -5.7578
C -13.4311 -14.0579 -6.2553
C -12.5489 -13.6907 -5.0572
O -11.2348 -13.3543 -5.4603
C -10.3708 -13.2485 -4.3543
N -12.7864 -15.1212 -7.0407
H -15.4704 -14.5294 -6.6165
H -15.2240 -13.8769 -5.0036
H -14.7329 -15.5893 -5.4938
H -13.5442 -13.1760 -6.8922
H -12.6240 -14.5051 -4.3210
H -12.9439 -12.8197 -4.5107
H -9.4671 -12.6981 -4.6168
H -10.1039 -14.2398 -3.9706
H -10.7785 -12.7030 -3.4941
H -11.8123 -14.8866 -7.2176
H -12.6885 -15.8927 -6.3739
C -9.7989 -13.3146 -10.0945
C -9.7914 -13.1113 -8.5778
C -9.1141 -14.2133 -7.8027
O -9.7704 -15.4630 -7.9687
C -9.3948 -16.3790 -6.9797
N -9.2319 -11.7805 -8.3086
H -10.0514 -12.3740 -10.5854
H -10.4831 -14.1114 -10.3887
H -8.7714 -13.4829 -10.4336
H -10.8387 -13.0811 -8.2623
H -9.0319 -13.9357 -6.7473
H -8.0750 -14.3928 -8.1229
H -9.9057 -17.3218 -7.1672
H -9.6343 -16.0346 -5.9660
H -8.3164 -16.5813 -6.9839
H -8.3994 -11.6600 -8.8842
H -9.8797 -11.1461 -8.7796
C -11.9830 -19.7256 -16.1667
C -11.3379 -18.4606 -15.5974
C -11.8096 -18.1757 -14.1759
O -11.3927 -16.9021 -13.7309
C -11.6377 -16.6535 -12.3648
N -9.8767 -18.5785 -15.7471
H -11.5464 -20.5944 -15.6633
H -11.6906 -19.8596 -17.2075
H -13.0702 -19.7530 -16.0944
H -11.6351 -17.6420 -16.2617
H -11.4709 -18.9828 -13.5122
H -12.9088 -18.1251 -14.1813
H -12.7021 -16.7002 -12.1094
H -11.2995 -15.6309 -12.1996
H -11.0758 -17.3407 -11.7242
H -9.5670 -18.9425 -14.8396
H -9.5180 -17.6242 -15.6868
C -13.5630 -9.9539 -6.1412
C -12.2814 -10.1676 -6.9630
C -11.9595 -9.0881 -7.9818
O -11.1991 -9.6562 -9.0348
C -10.9949 -8.7343 -10.0850
N -11.1613 -10.5048 -6.0796
H -13.5017 -9.0364 -5.5441
H -13.6835 -10.7014 -5.3577
H -14.4046 -9.9303 -6.8328
H -12.6115 -11.0442 -7.5494
H -11.4021 -8.2562 -7.5374
H -12.9206 -8.7102 -8.3507
H -10.4968 -7.8632 -9.6398
H -11.8747 -8.3957 -10.6389
H -10.2800 -9.1316 -10.8070
H -11.3113 -11.4764 -5.7779
H -10.3310 -10.6015 -6.6658
C -8.6900 -13.3355 -14.0519
C -10.0906 -13.9125 -14.3018
C -11.1586 -13.2053 -13.4981
O -11.1824 -11.7865 -13.6869
C -12.0574 -11.1762 -12.7669
N -10.3316 -13.9718 -15.7411
H -8.5458 -13.0263 -13.0144
H -8.5999 -12.4219 -14.6442
H -7.9871 -14.0990 -14.3785
H -10.0429 -14.9486 -13.9564
H -10.9949 -13.3490 -12.4259
H -12.1489 -13.5952 -13.7699
H -11.7716 -11.1198 -11.7130
H -13.0780 -11.5271 -12.9446
H -12.1260 -10.1141 -13.0302
H -11.2649 -14.3616 -15.8739
H -10.4609 -13.0226 -16.0917
C -6.7665 -8.2959 -10.7818
C -6.4396 -9.0458 -12.0872
C -7.4569 -10.1464 -12.3705
O -7.6269 -11.0010 -11.2521
C -6.4987 -11.8435 -10.9996
N -6.2741 -8.1356 -13.2215
H -7.0056 -9.0060 -9.9834
H -7.7281 -7.7916 -10.9268
H -5.9770 -7.6401 -10.4256
H -5.4342 -9.4598 -11.9614
H -7.3353 -10.7437 -13.2790
H -8.4340 -9.6729 -12.5293
H -6.7602 -12.4686 -10.1482
H -5.6616 -11.1775 -10.7934
H -6.2566 -12.5236 -11.8223
H -7.1676 -7.6795 -13.4166
H -5.7263 -7.3243 -12.9475
C -2.1364 -17.1185 -12.6183
C -2.6412 -16.5688 -11.2889
C -3.8678 -17.3514 -10.8076
O -4.2582 -16.7739 -9.5827
C -5.4918 -17.2009 -9.0887
N -1.5727 -16.6107 -10.2500
H -1.1249 -16.7591 -12.8064
H -2.7999 -16.8174 -13.4285
H -2.0657 -18.2106 -12.6026
H -3.0741 -15.5889 -11.5074
H -3.6346 -18.4222 -10.7000
H -4.6809 -17.3616 -11.5477
H -5.6335 -18.2893 -9.0395
H -6.2836 -16.9370 -9.8099
H -5.7688 -16.7187 -8.1549
H -2.1444 -16.5247 -9.4115
H -1.2084 -17.5586 -10.2842
C -6.5894 -10.4116 -6.4249
C -5.2964 -10.1106 -5.6894
C -4.7417 -8.7384 -6.0399
O -3.4768 -8.6270 -5.3945
C -2.8693 -7.4000 -5.6740
N -5.4950 -10.3362 -4.2517
H -7.4449 -9.8174 -6.0583
H -7.0479 -11.3966 -6.3473
H -6.5638 -10.0895 -7.4709
H -4.6378 -10.8662 -6.1322
H -5.4199 -7.9334 -5.7289
H -4.5577 -8.6422 -7.1166
H -1.9246 -7.3167 -5.1332
H -3.5300 -6.5530 -5.4694
H -2.4971 -7.2653 -6.7027
H -4.6394 -10.0061 -3.8043
H -6.1835 -9.6264 -3.9961
C -6.5857 -19.9843 -14.4269
C -7.2823 -19.5123 -13.1636
C -7.3750 -18.0154 -13.0789
O -7.9630 -17.6706 -11.8429
C -8.1882 -16.2855 -11.7938
N -8.6602 -20.0503 -13.1865
H -5.5352 -19.7016 -14.5197
H -7.1094 -19.5549 -15.2872
H -6.6370 -21.0671 -14.5504
H -6.7042 -19.9721 -12.3560
H -7.8354 -17.5408 -13.9521
H -6.3335 -17.6514 -13.1200
H -8.6051 -16.0024 -10.8264
H -8.8761 -15.9227 -12.5629
H -7.2923 -15.6611 -11.9131
H -9.1840 -19.5979 -12.4413
H -8.6164 -21.0375 -12.9548
C -5.5349 -21.4385 -10.4618
C -6.5087 -21.4140 -9.3091
C -7.7739 -20.6386 -9.6255
O -8.5804 -20.6397 -8.4625
C -9.8789 -20.0846 -8.6634
N -6.8155 -22.7873 -8.9015
H -5.2738 -20.3912 -10.6428
H -5.9591 -21.8595 -11.3786
H -4.6377 -22.0276 -10.2811
H -6.0363 -21.0272 -8.3983
H -8.2554 -21.1416 -10.4749
H -7.5433 -19.6114 -9.9370
H -10.2394 -20.4193 -9.6430
H -9.8641 -18.9918 -8.6826
H -10.5083 -20.4905 -7.8751
H -7.6605 -22.7496 -8.3348
H -7.0505 -23.4325 -9.6498

***

10
Properties=species:S:1:pos:R:3 method="wB97M-V/def2-TZVPD" e_tot_ev=-151831.4101 homo_lumo_gap_ev=9.84 fmax_ev_per_a=2.29 charge=0
F 0.5067 -2.8989 -0.3307
C -0.0983 -2.0021 0.4064
F -1.3961 -2.0266 0.3545
C 0.5463 -1.0307 1.0212
F 1.8423 -0.9519 1.2812
Br -0.4818 0.0984 2.0765
N -0.0438 1.8544 -1.0213
Br -0.4490 2.6149 -2.7224
H 0.4617 2.5874 -0.5208
H -0.8879 1.7551 -0.5446

***

54
Properties=species:S:1:pos:R:3 method="wB97M-V/def2-TZVPD" e_tot_ev=-34982.6485 homo_lumo_gap_ev=7.11 fmax_ev_per_a=3.36 charge=+2
N -2.0517 -0.4039 0.9314
C -2.9609 -0.9134 1.5583
O -3.8596 -1.4037 2.1446
Ag -1.2577 2.2120 -1.9548
Nb -0.3243 0.2629 0.0996
N 0.4017 1.7581 1.2058
N -0.1546 0.3763 -1.9557
C 0.1928 2.0135 2.6474
C -0.6717 -0.3836 -3.1362
C -1.1213 2.7737 2.8124
C 1.3533 2.8388 3.2070
C 0.1010 0.7118 3.4214
C -0.5418 0.5310 -4.3610
C 0.1063 -1.6693 -3.3862
C -2.1382 -0.7014 -2.8705
H -1.0870 3.7447 2.3059
H -1.3053 2.9421 3.8830
H -1.9596 2.1963 2.3988
H 2.3127 2.3714 2.9617
H 1.2630 2.8855 4.2994
H 1.3442 3.8681 2.8315
H -0.7592 0.1082 3.1045
H -0.0375 0.9517 4.4853
H 1.0216 0.1252 3.3306
H -1.0842 1.4812 -4.2072
H -0.9781 0.0351 -5.2404
H 0.5121 0.7658 -4.5580
H 1.1235 -1.4608 -3.7387
H -0.4073 -2.2263 -4.1844
H 0.1375 -2.3121 -2.4956
H -2.2700 -1.3262 -1.9727
H -2.5462 -1.2403 -3.7391
H -2.7258 0.2205 -2.7370
C 1.3247 0.6048 -1.9315
H 1.6749 0.6696 -0.8674
H 1.8726 -0.2106 -2.4196
H 1.5794 1.5595 -2.4206
C 0.7565 2.9726 0.4432
H 1.8507 3.0776 0.3397
H 0.3164 2.9805 -0.5755
H 0.3454 3.8570 0.9546
C -0.6622 -3.3335 -0.0503
Si 0.5907 -2.0530 0.5733
C 0.8164 -2.4960 2.4018
C 2.2568 -2.4669 -0.2282
H -1.6514 -3.1831 0.4047
H -0.2923 -4.3249 0.2537
H -0.7820 -3.3269 -1.1390
H 1.1050 -3.5567 2.4732
H 1.6053 -1.8830 2.8577
H -0.1171 -2.3463 2.9621
H 2.5037 -3.5155 0.0075
H 2.2381 -2.3406 -1.3189
H 3.0407 -1.8178 0.1879

***

62
Properties=species:S:1:pos:R:3 method="wB97M-V/def2-TZVPD" e_tot_ev=-33747.6870 homo_lumo_gap_ev=5.35 fmax_ev_per_a=4.05 charge=+1
C 5.1825 0.4552 2.4922
C 3.9173 0.8242 1.7078
C 3.6683 -0.1267 0.5401
C 2.4524 0.2218 -0.3477
P 0.8334 0.4270 0.4671
C -0.3274 1.6232 -0.2252
C -0.6677 2.9148 0.5238
C -1.0945 2.6956 1.9714
C -1.6050 4.0020 2.6004
C 0.0600 -1.1816 0.7898
C -0.7617 -1.2597 2.0760
C -1.1742 -2.7014 2.3737
C -1.8751 -3.4007 1.2062
H 5.3872 1.2088 3.2595
H 5.0735 -0.5154 2.9910
H 6.0545 0.4006 1.8291
H 3.0475 0.8177 2.3795
H 4.0215 1.8478 1.3247
H 4.5581 -0.1253 -0.1061
H 3.5696 -1.1500 0.9281
H 2.6451 1.1718 -0.8772
H 2.3011 -0.5770 -1.0816
H 0.0660 1.8945 -1.2111
H -1.2587 1.0427 -0.3212
H 0.1774 3.6190 0.4993
H -1.4885 3.4046 -0.0233
H -1.8938 1.9388 2.0224
H -0.2446 2.3078 2.5525
H -1.9094 3.8340 3.6393
H -0.8235 4.7755 2.5847
H -2.4746 4.3816 2.0423
H -0.6075 -1.3484 -0.0679
H 0.8709 -1.9317 0.7851
H -0.1959 -0.8745 2.9338
H -1.6584 -0.6324 1.9889
H -0.2778 -3.2753 2.6385
H -1.8286 -2.7067 3.2536
H -2.2627 -4.3737 1.5158
H -2.7185 -2.8028 0.8316
H -1.1846 -3.5756 0.3699
C 0.0654 -2.1419 -2.2849
C 1.3812 -2.2043 -3.1198
C 1.6929 -0.7639 -3.3888
C 0.7367 0.0821 -2.8536
C -0.2172 -0.6578 -2.0598
C -1.6490 -0.2823 -2.1004
C -2.0577 0.9903 -2.5846
C -3.3436 1.4712 -2.3223
C -4.2838 0.6452 -1.6872
C -3.9455 -0.6740 -1.3755
C -2.6595 -1.1556 -1.6274
H -0.7269 -2.6123 -2.8841
H 0.1510 -2.7230 -1.3588
H 2.1778 -2.7136 -2.5513
H 1.2360 -2.7897 -4.0431
H 2.5656 -0.4655 -3.9599
H 0.6859 1.1603 -3.0178
H -1.3538 1.6224 -3.1378
H -3.6035 2.4830 -2.6198
H -5.2767 1.0323 -1.4705
H -4.6854 -1.3364 -0.9383
H -2.4437 -2.2169 -1.4718

***

31
Properties=species:S:1:pos:R:3 method="wB97M-V/def2-TZVPD" e_tot_ev=-61574.0948 homo_lumo_gap_ev="5.75 / 8.56" s2=13.026 fmax_ev_per_a=4.69 charge=+3 multiplicity=7
C -1.8791 0.5470 -3.2719
C -0.5185 0.9746 -3.8398
C 0.5679 0.1917 -3.1547
O 0.8577 -0.8827 -3.7049
O 1.1454 0.6298 -2.1132
C 1.8331 -0.2600 -1.1501
C 1.7376 0.3582 0.2372
Si 0.2708 0.0401 1.3743
C 0.5738 -1.7155 2.2919
O -0.6306 -2.4799 2.2736
O -0.5686 -3.5161 1.2861
C 0.0226 1.5078 2.6277
C -1.2023 1.6064 3.5274
O -1.2699 2.3266 4.4426
Cl -2.6995 0.5032 3.2303
H -2.6489 0.9648 -3.9209
H -2.0310 0.9357 -2.2649
H -2.0058 -0.5344 -3.2721
H -0.2517 2.0172 -3.6380
H -0.4595 0.7745 -4.9123
H 2.8797 -0.2447 -1.4545
H 1.4485 -1.2741 -1.2651
H 2.6471 0.0708 0.7754
H 1.8037 1.4446 0.1005
H -0.9787 -0.0799 0.5934
H 1.3780 -2.2324 1.7638
H 0.9135 -1.6005 3.3235
H -1.2340 -3.2038 0.6474
H 0.8846 1.5288 3.3083
H 0.0388 2.4369 2.0444
Tb -0.6246 -0.8348 4.1144

***

49
Properties=species:S:1:pos:R:3 method="wB97M-V/def2-TZVPD" e_tot_ev=-44575.4786 homo_lumo_gap_ev=8.41 fmax_ev_per_a=0.50 charge=0
C 2.8952 -0.1928 0.9605
O 1.7940 -0.5484 0.1571
C 1.5968 0.0836 -1.0164
C 2.3799 1.1598 -1.4284
C 2.1413 1.7647 -2.6434
C 1.1352 1.3109 -3.4733
C 0.3314 0.2473 -3.0813
O -0.6525 -0.2424 -3.8860
C -0.8395 0.2841 -5.1819
C 0.5338 -0.3769 -1.8307
C -0.2750 -1.5202 -1.3264
O 0.1324 -2.3083 -0.4935
N -1.5446 -1.6195 -1.8531
C -2.4901 -2.6000 -1.6395
S -3.4575 -3.0650 -2.8826
N -2.5888 -3.1957 -0.4284
N -2.1730 -2.5932 0.7541
C -2.7069 -1.3597 1.0666
O -3.6687 -0.9165 0.4764
C -2.0529 -0.6411 2.1849
C -1.3447 -1.3342 3.3234
C -0.5437 -0.5914 2.3113
C 0.1040 0.7142 2.6058
C 0.7929 0.9349 3.7909
C 1.4287 2.1439 4.0164
C 1.3851 3.1420 3.0583
C 0.6981 2.9298 1.8736
C 0.0595 1.7240 1.6500
H 3.8390 -0.3190 0.4220
H 2.8118 0.8331 1.3317
H 2.8685 -0.8794 1.8048
H 3.1755 1.5267 -0.8028
H 2.7521 2.5981 -2.9551
H 0.9800 1.7922 -4.4239
H 0.0620 0.1785 -5.7908
H -1.1460 1.3333 -5.1479
H -1.6409 -0.3121 -5.6159
H -1.7195 -1.0908 -2.7020
H -3.3782 -3.8273 -0.3400
H -1.1871 -2.7596 0.9481
H -2.5864 0.2710 2.4267
H -1.4728 -0.8971 4.3025
H -1.3142 -2.4130 3.3261
H 0.0211 -1.1729 1.5907
H 0.8377 0.1531 4.5351
H 1.9619 2.3062 4.9417
H 1.8837 4.0839 3.2339
H 0.6601 3.7058 1.1228
H -0.4784 1.5554 0.7278